(1)
{"formula": "C80H81BClN9O2S3Ti", "method": "ωB97M-V with the def2-TZVPD basis set", "species": ["Ti", "Cl", "C", "C", "C", "C", "O", "C", "C", "N", "C", "C", "C", "C", "C", "C", "C", "C", "N", "C", "C", "H", "H", "H", "H", "H", "H", "H", "H", "H", "H", "N", "S", "N", "S", "N", "S", "N", "C", "C", "C", "C", "C", "C", "C", "C", "C", "C", "C", "C", "C", "C", "C", "C", "C", "C", "C", "C", "C", "C", "C", "C", "C", "C", "C", "C", "C", "C", "C", "C", "C", "C", "C", "C", "H", "H", "H", "H", "H", "H", "H", "H", "H", "H", "H", "H", "H", "H", "H", "H", "H", "H", "H", "H", "H", "H", "H", "H", "H", "H", "H", "H", "H", "H", "C", "C", "C", "C", "C", "C", "C", "C", "C", "C", "C", "C", "N", "B", "N", "C", "C", "C", "C", "C", "C", "C", "C", "C", "C", "C", "C", "C", "C", "H", "H", "H", "H", "H", "H", "H", "H", "H", "H", "H", "H", "H", "H", "H", "H", "H", "H", "H", "H", "H", "H", "H", "H", "H", "H", "H", "H", "H", "H", "H", "H", "H", "H", "H", "H", "C", "C", "N", "O", "H", "H", "H", "H", "H"], "positions_angstrom": [[0.1466, -0.0017, 0.5498], [-5.1994, -3.3354, 3.6070], [-3.7563, -2.4744, 3.1877], [-2.6950, -2.4380, 4.0819], [-1.5648, -1.7080, 3.7389], [-1.4587, -1.0323, 2.5243], [-0.3685, -0.3419, 2.2405], [-2.5595, -1.0904, 1.6019], [-2.5922, -0.4094, 0.3720], [-1.6275, 0.3055, -0.2240], [-2.1859, 1.0128, -1.3306], [-2.5265, 0.3334, -2.4872], [-3.3375, 0.9023, -3.4710], [-3.9120, 2.1319, -3.2674], [-3.6173, 2.8566, -2.0993], [-4.2540, 4.0779, -1.7849], [-3.8815, 4.7617, -0.6506], [-2.8429, 4.2383, 0.1190], [-2.2710, 3.0751, -0.1050], [-2.6668, 2.3479, -1.1636], [-3.7062, -1.8238, 1.9813], [-2.7575, -2.9558, 5.0261], [-0.7417, -1.6495, 4.4397], [-3.5688, -0.4194, -0.1205], [-2.1831, -0.6835, -2.6072], [-3.5560, 0.3357, -4.3644], [-4.6081, 2.5504, -3.9797], [-5.0275, 4.4583, -2.4403], [-4.3696, 5.6811, -0.3623], [-2.4721, 4.7944, 0.9687], [-4.5490, -1.8655, 1.3080], [1.3503, -1.4300, -0.6730], [2.0264, -2.7081, -0.4082], [1.5000, -4.0865, -1.1488], [0.6481, -5.2684, -0.5895], [-0.8874, -5.0692, -0.4865], [-1.4286, -3.4992, -0.6283], [-0.8296, -2.5144, 0.2490], [-3.1968, -3.8887, -0.4442], [-4.1377, -3.2082, -1.1952], [-5.4831, -3.4973, -1.0277], [-5.8779, -4.4581, -0.1104], [-4.9294, -5.1266, 0.6461], [-3.5858, -4.8371, 0.4829], [-1.2723, -3.3378, -2.4293], [-0.5607, -2.2976, -2.9955], [-0.4493, -2.2383, -4.3771], [-1.0319, -3.2199, -5.1619], [-1.7060, -4.2829, -4.5760], [-1.8243, -4.3431, -3.1984], [1.1203, -5.9632, 0.9712], [0.2376, -5.8001, 2.0424], [0.4902, -6.4326, 3.2365], [1.6198, -7.2328, 3.3810], [2.4851, -7.4120, 2.3048], [2.2435, -6.7845, 1.1033], [0.9371, -6.5623, -1.7466], [-0.0426, -7.5418, -1.9143], [0.2044, -8.6040, -2.7522], [1.4248, -8.7057, -3.4194], [2.3988, -7.7276, -3.2428], [2.1636, -6.6573, -2.4078], [3.6847, -2.7158, -1.1977], [4.8646, -2.4834, -0.5077], [6.0719, -2.4226, -1.1859], [6.1019, -2.5658, -2.5621], [4.9240, -2.7937, -3.2540], [3.7193, -2.8685, -2.5752], [2.3422, -3.3052, 1.2756], [3.4500, -4.0977, 1.5733], [3.6696, -4.4961, 2.8781], [2.7622, -4.1665, 3.8764], [1.5993, -3.4792, 3.5449], [1.3965, -3.0329, 2.2538], [-3.8185, -2.4542, -1.9013], [-6.2219, -2.9677, -1.6115], [-6.9264, -4.6857, 0.0152], [-5.2359, -5.8659, 1.3699], [-2.8282, -5.3431, 1.0588], [-0.0846, -1.5712, -2.3449], [0.0903, -1.4222, -4.8350], [-0.9500, -3.1639, -6.2384], [-2.1317, -5.0623, -5.1915], [-2.3246, -5.1659, -2.7089], [-0.6178, -5.1570, 1.9140], [-0.1821, -6.2951, 4.0694], [1.8233, -7.7133, 4.3247], [3.3520, -8.0482, 2.4169], [2.9063, -6.9207, 0.2607], [-0.9754, -7.4315, -1.3831], [-0.5469, -9.3676, -2.8880], [1.6086, -9.5377, -4.0813], [3.3435, -7.8073, -3.7610], [2.8858, -5.8669, -2.2687], [4.8541, -2.3584, 0.5627], [6.9893, -2.2708, -0.6338], [7.0419, -2.4959, -3.0904], [4.9474, -2.9251, -4.3250], [2.7922, -3.0514, -3.0945], [4.1107, -4.4303, 0.7875], [4.5398, -5.0927, 3.1126], [2.9393, -4.4790, 4.8940], [0.8405, -3.3063, 4.2916], [0.4886, -2.5254, 1.9573], [3.6913, 0.5120, -1.6786], [3.4808, 1.8730, -1.0111], [4.8221, 2.5565, -0.7069], [2.6540, 2.7719, -1.9022], [3.1817, 3.0453, -3.1593], [2.5870, 3.9431, -4.0174], [1.4443, 4.5881, -3.5991], [0.8688, 4.3351, -2.3598], [-0.3837, 5.1332, -2.0580], [-1.3992, 4.9713, -3.1973], [-0.0810, 6.6302, -1.8977], [1.4632, 3.3966, -1.4852], [0.9953, 3.2435, -0.1460], [0.6049, 2.1513, 0.7508], [0.4843, 2.8244, 2.0530], [0.7160, 4.1787, 1.8667], [1.0088, 4.4233, 0.5840], [0.4614, 2.3357, 3.3983], [1.6615, 2.3192, 4.1503], [1.7080, 1.6534, 5.3705], [0.6021, 1.0045, 5.8793], [-0.6088, 1.2125, 5.2560], [-0.7158, 1.9400, 4.0750], [-2.1051, 2.4736, 3.7994], [-2.7731, 1.9344, 2.5470], [-2.0514, 4.0050, 3.8011], [2.8770, 3.1514, 3.7871], [2.7495, 4.5045, 4.5093], [4.2155, 2.5377, 4.2298], [4.4838, -0.0391, -1.1769], [3.9750, 0.6129, -2.7238], [2.7679, -0.0682, -1.6183], [2.9505, 1.7039, -0.0682], [5.4083, 2.6934, -1.6141], [5.4115, 1.9561, -0.0154], [4.6491, 3.5342, -0.2599], [4.1013, 2.5694, -3.4668], [3.0250, 4.1625, -4.9810], [0.9964, 5.3212, -4.2531], [-0.8297, 4.7637, -1.1341], [-1.0756, 5.5052, -4.0884], [-2.3618, 5.3817, -2.9008], [-1.5306, 3.9220, -3.4518], [0.3699, 7.0350, -2.8025], [0.5998, 6.8222, -1.0719], [-1.0076, 7.1698, -1.7078], [0.6370, 4.8932, 2.6623], [1.2914, 5.3600, 0.1473], [2.6239, 1.6515, 5.9388], [0.6597, 0.4347, 6.7954], [-1.5117, 0.8485, 5.7247], [-2.7239, 2.1831, 4.6580], [-2.0603, 1.9142, 1.7243], [-3.6134, 2.5665, 2.2685], [-3.1430, 0.9303, 2.7330], [-1.6514, 4.3697, 2.8623], [-1.4265, 4.3650, 4.6181], [-3.0529, 4.4079, 3.9355], [2.8906, 3.3212, 2.7071], [2.8065, 4.3521, 5.5867], [1.8049, 4.9944, 4.2966], [3.5604, 5.1660, 4.2101], [4.4366, 2.8158, 5.2594], [5.0288, 2.9230, 3.6157], [4.2036, 1.4547, 4.1677], [4.3464, -0.1188, 2.1006], [2.8486, -0.2569, 2.2116], [2.3093, -0.5502, 3.4047], [2.1304, -0.0492, 1.2303], [4.8681, -0.6890, 2.8641], [4.6011, 0.9360, 2.1847], [4.6586, -0.4374, 1.1115], [2.8467, -0.6902, 4.2425], [1.2900, -0.5067, 3.4370]], "forces_ev_per_angstrom": [[0.79, 0.05, -1.82], [-0.38, -0.30, 0.21], [0.18, 0.32, -0.41], [0.18, -0.14, 0.29], [0.00, 0.10, -0.32], [-1.84, -0.93, 0.81], [0.42, -0.44, 0.68], [0.19, 0.57, -0.11], [-2.17, -0.55, 0.64], [1.30, 0.06, -0.88], [-0.25, -0.31, -0.35], [0.62, 0.08, 0.84], [-0.44, 0.64, -0.18], [0.03, -0.49, -0.25], [0.16, 0.07, 0.33], [0.19, 0.10, 0.46], [-0.52, -0.17, -0.77], [0.37, -0.66, 0.14], [-0.05, 0.61, 0.20], [-0.36, 0.09, -0.35], [0.15, -0.05, 0.41], [-0.02, -0.03, 0.10], [0.09, 0.10, 0.05], [0.17, 0.05, 0.09], [-0.03, 0.06, 0.08], [-0.04, -0.03, -0.10], [-0.06, 0.02, -0.11], [-0.01, 0.01, -0.05], [0.03, 0.10, -0.02], [0.05, 0.06, 0.13], [-0.11, 0.02, -0.04], [0.83, -1.37, 0.23], [0.40, 1.79, -0.48], [-0.04, -1.39, 0.24], [-0.93, 1.53, -0.43], [0.65, -0.85, 0.09], [0.00, 0.85, 0.57], [-0.23, -0.96, -0.61], [0.25, -0.16, -0.42], [0.13, 0.15, -0.09], [0.00, 0.08, 0.04], [-0.02, 0.00, -0.06], [0.03, 0.00, 0.04], [0.14, -0.02, 0.04], [-0.18, -0.03, 0.24], [0.09, 0.10, 0.36], [-0.01, -0.03, 0.00], [0.05, 0.02, -0.10], [-0.03, -0.06, 0.01], [-0.06, -0.12, -0.30], [-0.06, -0.92, 0.64], [0.15, 0.14, -0.79], [0.40, -0.49, 0.37], [-0.25, 0.09, -0.42], [-0.06, -0.24, 0.38], [-0.45, 0.23, -0.46], [0.38, -0.77, -0.35], [0.11, 0.72, 0.42], [0.33, -0.34, -0.37], [-0.15, 0.29, 0.22], [-0.07, -0.41, -0.22], [-0.48, 0.55, 0.45], [-0.14, -0.32, 0.25], [-0.12, 0.00, 0.18], [-0.02, -0.02, -0.01], [0.09, 0.00, 0.03], [-0.06, 0.02, -0.02], [-0.24, -0.06, 0.07], [0.05, 0.17, 0.04], [-0.08, 0.27, -0.12], [0.09, 0.14, 0.12], [-0.29, 0.28, -0.26], [0.45, -0.17, 0.22], [0.00, 0.19, -0.51], [-0.02, 0.05, -0.10], [-0.04, 0.04, -0.04], [-0.07, 0.00, 0.02], [-0.01, -0.05, 0.08], [0.01, -0.15, 0.14], [-0.12, -0.01, -0.08], [0.05, 0.07, -0.03], [0.01, -0.01, -0.06], [-0.05, -0.04, -0.04], [-0.13, -0.08, -0.07], [-0.18, 0.04, 0.05], [-0.09, 0.06, 0.06], [0.01, -0.10, 0.10], [0.06, 0.00, -0.04], [0.10, -0.08, -0.03], [-0.15, -0.06, 0.02], [-0.07, -0.02, -0.02], [0.03, -0.09, -0.04], [0.04, 0.03, -0.04], [0.15, 0.05, -0.04], [0.02, 0.01, 0.03], [0.01, 0.08, 0.03], [0.04, -0.04, -0.05], [-0.05, 0.04, -0.12], [-0.12, -0.02, -0.21], [0.10, 0.01, 0.00], [0.06, -0.05, 0.01], [-0.01, -0.09, 0.12], [-0.09, 0.10, 0.09], [-0.05, 0.07, 0.19], [-0.20, 0.13, 0.16], [0.14, -0.08, 0.03], [-0.31, -0.06, 0.07], [-0.13, -0.07, 0.19], [-0.06, 0.01, -0.12], [0.05, 0.02, 0.04], [0.12, -0.05, 0.00], [-0.10, -0.05, 0.07], [-0.09, 0.11, -0.03], [0.03, -0.04, 0.19], [-0.04, -0.24, 0.15], [0.29, -0.05, -0.47], [0.01, 0.34, -0.10], [-0.04, 0.12, -0.23], [-0.19, 0.27, 0.25], [-0.03, 0.57, -0.23], [0.08, 0.34, 0.55], [0.18, -0.27, 0.64], [-0.14, 0.07, -0.07], [-0.11, 0.01, 0.10], [0.12, 0.09, 0.02], [0.04, -0.03, -0.03], [0.00, 0.08, 0.19], [-0.20, 0.08, -0.31], [0.21, -0.13, 0.29], [-0.06, -0.19, 0.12], [0.04, 0.00, -0.02], [-0.01, -0.03, -0.26], [-0.17, 0.10, -0.09], [0.04, -0.05, 0.08], [0.09, 0.02, -0.10], [0.22, 0.03, -0.11], [0.12, 0.11, -0.22], [0.06, 0.03, -0.07], [0.09, -0.08, 0.10], [0.07, 0.11, 0.05], [0.09, -0.09, 0.03], [0.02, -0.01, -0.07], [-0.10, 0.05, -0.03], [0.11, 0.03, -0.14], [0.05, 0.02, -0.11], [-0.01, 0.04, -0.03], [-0.06, -0.05, -0.06], [0.02, 0.02, -0.09], [0.04, 0.08, 0.05], [-0.08, 0.11, 0.03], [0.01, 0.08, 0.11], [0.01, 0.14, -0.08], [0.21, -0.04, 0.06], [0.02, -0.02, 0.12], [-0.13, -0.02, -0.02], [0.18, 0.00, -0.05], [-0.24, -0.02, 0.13], [-0.14, 0.05, -0.09], [-0.05, 0.03, -0.05], [0.11, 0.12, -0.10], [0.04, 0.12, 0.05], [-0.14, 0.08, -0.05], [-0.01, -0.04, 0.04], [0.00, -0.04, 0.07], [-0.04, 0.07, -0.01], [0.09, 0.13, 0.00], [0.04, -0.08, 0.09], [0.07, 0.00, -0.04], [0.10, -0.07, 0.02], [-0.29, -0.05, -0.19], [0.01, 0.20, 0.62], [0.05, 0.06, -0.58], [0.86, 0.11, 0.48], [0.10, 0.00, 0.11], [0.03, 0.01, 0.05], [-0.02, 0.00, -0.02], [-0.02, 0.10, -0.16], [0.17, 0.05, 0.17]], "e_tot_ev": -170593.93660, "lumo_energy_ev": [-0.63, -0.63], "max_force_ev_per_a": 2.327, "e_homo_ev": [-3.87, -3.87]}

---

(2)
{"formula": "C5H9IN3", "method": "ωB97M-V with the def2-TZVPD basis set", "species": ["C", "C", "N", "N", "C", "I", "N", "C", "C", "H", "H", "H", "H", "H", "H", "H", "H", "H"], "positions_angstrom": [[2.0304, 1.7441, -0.0893], [0.6292, 1.2565, -0.1504], [-0.3940, 1.7934, -0.6392], [-1.5631, 1.0826, -0.6379], [-1.5946, -0.2390, -0.3931], [-3.5061, -1.1458, -0.7355], [-0.5579, -0.9019, 0.0200], [-0.5920, -2.3057, 0.1484], [0.5590, -0.0772, 0.5752], [1.9191, 2.6525, 0.6050], [2.5639, 2.0715, -0.9742], [2.6418, 1.0272, 0.4425], [-2.4188, 1.5870, -0.6321], [-0.7123, -2.7388, -0.8351], [0.4689, -2.5142, 0.5065], [-1.3845, -2.8187, 0.7308], [1.3764, -0.6995, 0.4059], [0.5345, 0.2261, 1.6526]], "forces_ev_per_angstrom": [[-0.42, 2.54, 1.60], [0.95, -2.37, -0.14], [0.16, 1.50, -0.80], [0.69, -2.05, 1.04], [-2.02, 0.88, -0.49], [1.03, 0.40, 0.12], [-1.13, 2.55, 0.94], [2.22, -2.35, 0.16], [-1.71, 0.57, 0.14], [0.65, -0.95, -0.95], [-0.46, -0.01, -0.35], [0.13, -0.07, 0.01], [-0.47, 0.60, -0.40], [0.27, -0.19, -0.38], [-1.65, -0.62, -0.25], [0.55, 1.03, 0.39], [1.77, -0.53, -0.17], [-0.55, -0.93, -0.46]], "e_tot_ev": -17893.57331, "total_charge": 1, "lumo_energy_ev": -4.16, "smiles": "CC1=N[NH+]=C(I)N(C)C1", "max_force_ev_per_a": 3.233, "e_above_lowest_ev": 1.682, "e_homo_ev": -13.79}

---

(3)
{"formula": "C2H8NS", "method": "ωB97M-V with the def2-TZVPD basis set", "species": ["S", "H", "C", "N", "C", "H", "H", "H", "H", "H", "H", "H"], "positions_angstrom": [[2.9330, 2.6028, -1.5341], [1.9411, 2.2554, -0.7565], [0.3876, -0.9823, -0.5622], [-0.9073, -1.1863, 0.2514], [-1.3410, 0.0972, 0.7666], [0.7566, 0.0610, -0.4179], [1.2497, -1.5799, -0.3275], [0.0533, -0.8538, -1.5940], [-0.5940, -1.7350, 1.0368], [-0.5768, 0.8292, 1.0606], [-1.7870, -0.1665, 1.8015], [-2.1151, 0.6580, 0.2753]], "forces_ev_per_angstrom": [[0.76, 0.21, -0.60], [-0.80, -0.26, 0.63], [-1.87, 2.64, -0.13], [2.40, 0.32, -1.08], [-0.81, -0.41, 3.80], [-0.07, -0.57, 0.42], [-0.18, -0.92, -0.22], [0.60, -1.04, -0.26], [-0.29, -0.06, 0.26], [0.38, -0.25, -0.50], [0.18, 0.58, -1.39], [-0.30, -0.24, -0.94]], "e_tot_ev": -14528.75067, "total_charge": -1, "lumo_energy_ev": 3.64, "max_force_ev_per_a": 3.906, "e_above_lowest_ev": 1.343, "e_homo_ev": -2.43}

---

(4)
{"formula": "C3H4NO", "method": "ωB97M-V with the def2-TZVPD basis set", "species": ["C", "C", "C", "N", "O", "H", "H", "H", "H"], "positions_angstrom": [[-0.2020, -0.2473, -0.0498], [-1.4709, -0.8513, -0.0346], [0.8587, 1.0349, -0.0361], [0.9765, -0.9834, 0.0135], [1.8102, -0.0090, -0.0527], [-1.5733, -1.8379, -0.3257], [-2.3731, -0.3638, 0.3191], [1.0424, 1.7061, -0.8793], [0.9315, 1.5517, 1.0457]], "forces_ev_per_angstrom": [[0.67, 0.47, 0.02], [2.43, 3.25, 0.98], [-2.08, 0.94, 2.74], [-0.53, -0.52, -0.82], [0.20, -1.41, 0.30], [0.17, -2.16, -0.28], [0.07, 0.45, -0.50], [-0.58, -0.03, 0.19], [-0.35, -0.98, -2.63]], "e_tot_ev": -6700.21658, "total_charge": 1, "lumo_energy_ev": [-8.05, -8.05], "max_force_ev_per_a": 4.176, "e_above_lowest_ev": 4.454, "e_homo_ev": [-17.07, -17.07]}

---

(5)
{"formula": "C2HNO3", "method": "ωB97M-V with the def2-TZVPD basis set", "species": ["O", "C", "O", "N", "C", "O", "H"], "positions_angstrom": [[2.9859, -1.0170, -0.7944], [1.9000, -0.6899, -0.9033], [0.8079, -0.3474, -1.0027], [-2.9923, 0.1888, 0.6449], [-1.8923, 0.4482, 0.8123], [-0.6670, 0.7326, 1.0294], [-0.1423, 0.6847, 0.2137]], "forces_ev_per_angstrom": [[1.49, -0.52, 0.08], [0.24, -0.01, 0.08], [-1.55, 0.49, -0.30], [-1.12, -0.23, -0.10], [0.17, -0.03, -0.16], [0.88, 0.44, 0.43], [-0.10, -0.14, -0.03]], "e_tot_ev": -9722.42875, "lumo_energy_ev": -0.04, "smiles": "O=C=O.N#CO", "max_force_ev_per_a": 1.658, "e_above_lowest_ev": 0.000, "e_homo_ev": -11.09}

---

(6)
{"formula": "C4H9NO", "method": "ωB97M-V with the def2-TZVPD basis set", "species": ["C", "C", "N", "C", "C", "O", "H", "H", "H", "H", "H", "H", "H", "H", "H"], "positions_angstrom": [[-2.1099, 0.3484, 0.3501], [-1.0143, 0.0534, -0.6471], [-0.0246, 1.1379, -0.8045], [0.3995, -0.1752, -0.3218], [1.1330, -0.3629, 0.8868], [2.5484, -1.0775, 0.0359], [-2.6065, -0.5628, 0.7023], [-1.7044, 0.8878, 1.2119], [-2.8697, 0.9864, -0.1184], [-1.3752, -0.4185, -1.5642], [0.2253, 1.2282, -1.7873], [1.7030, -0.9555, -0.7098], [0.9059, -1.2160, 1.5233], [1.6371, 0.4614, 1.3944], [3.1525, -0.3349, -0.1514]], "forces_ev_per_angstrom": [[0.03, -0.03, 0.07], [-0.26, -0.12, -0.04], [0.12, 0.13, -0.28], [-0.06, -0.02, 0.34], [-0.19, 0.07, -0.08], [0.09, 0.13, -0.15], [0.11, 0.09, -0.05], [-0.02, -0.10, -0.10], [0.11, -0.11, 0.08], [0.09, 0.11, 0.12], [-0.04, 0.05, 0.12], [0.18, -0.03, 0.11], [-0.01, 0.16, -0.11], [-0.08, -0.09, -0.12], [-0.07, -0.24, 0.10]], "e_tot_ev": -7826.88563, "lumo_energy_ev": 0.94, "max_force_ev_per_a": 0.342, "e_above_lowest_ev": 5.434, "e_homo_ev": -7.89}